{
  "formula": "C16H56B6Ca2O4",
  "method": "wB97M-V/def2-TZVPD",
  "symbols": ["Ca", "Ca", "B", "H", "H", "H", "H", "B", "H", "H", "H", "H", "B", "H", "H", "H", "H", "B", "H", "H", "H", "H", "B", "H", "H", "H", "H", "B", "H", "H", "H", "H", "C", "C", "C", "O", "C", "H", "H", "H", "H", "H", "H", "H", "H", "C", "C", "C", "O", "C", "H", "H", "H", "H", "H", "H", "H", "H", "C", "C", "C", "O", "C", "H", "H", "H", "H", "H", "H", "H", "H", "C", "C", "C", "O", "C", "H", "H", "H", "H", "H", "H", "H", "H"],
  "xyz": [[1.35116, -1.89578, 1.00715], [-2.63240, -1.38915, -0.01945], [0.64116, -1.08963, 3.25906], [1.31962, -0.43574, 2.64793], [-0.44046, -1.05546, 2.87823], [0.94227, -2.15969, 3.10379], [0.68171, -0.79097, 4.37339], [-4.77730, -0.31787, -0.84932], [-3.82393, -0.30978, -1.42730], [-4.99979, -1.28976, -0.33464], [-4.82937, 0.54686, -0.07908], [-5.63448, -0.07772, -1.59623], [-0.44199, 0.03005, 0.11899], [-0.29153, -0.51438, -0.89491], [0.50382, 0.69886, 0.19829], [-1.40980, 0.58931, 0.09580], [-0.44545, -0.63851, 0.99645], [-3.29493, -0.75904, 2.35739], [-3.87700, 0.16302, 2.75926], [-3.98504, -1.27825, 1.64445], [-2.43841, -0.32568, 1.77947], [-2.93479, -1.37941, 3.26395], [-0.96953, -3.31202, 0.98991], [-0.14842, -3.42815, 1.75773], [-1.91937, -3.03998, 1.51317], [-0.62264, -2.53508, 0.28944], [-1.24218, -4.32539, 0.49912], [-2.64245, -2.62352, -2.22942], [-1.95868, -3.51216, -2.52990], [-1.89896, -1.84769, -1.90233], [-3.27076, -2.16983, -3.08616], [-3.25110, -2.81444, -1.31007], [-0.46520, 3.16150, 5.23946], [-0.39611, 3.24547, 3.71163], [-0.92376, 1.86845, 3.21883], [-1.44056, 1.17944, 4.37438], [-1.64228, 2.17113, 5.34181], [-0.73506, 4.13117, 5.66224], [0.42352, 2.74543, 5.71193], [0.62929, 3.48096, 3.41620], [-1.06077, 4.05862, 3.41874], [-0.20684, 1.39301, 2.54776], [-1.84060, 2.08626, 2.66347], [-1.85260, 1.80776, 6.35225], [-2.60271, 2.66330, 5.10698], [4.51570, 1.29510, -0.21331], [5.52466, 0.19085, 0.11669], [4.78025, -0.69595, 1.10796], [3.41800, -0.57316, 0.80963], [3.19021, 0.78212, 0.38898], [4.39233, 1.60758, -1.25583], [4.78935, 2.30134, 0.12339], [6.39914, 0.68828, 0.53553], [5.77364, -0.29837, -0.82601], [5.04041, -0.35050, 2.11840], [5.18212, -1.71177, 1.11099], [2.87213, 1.41306, 1.21929], [2.39240, 0.79529, -0.34861], [-1.06955, 4.07763, -3.03443], [-1.75680, 2.73328, -2.89437], [-0.90930, 1.80260, -3.82151], [-0.32464, 2.72663, -4.74772], [-0.74684, 4.06545, -4.50122], [-0.16127, 4.18960, -2.44320], [-1.80119, 4.83493, -2.74136], [-2.81216, 2.72275, -3.16087], [-1.68452, 2.36933, -1.86654], [-1.64390, 1.04071, -4.09372], [-0.11853, 1.32580, -3.24167], [-1.58405, 4.41913, -5.10944], [0.12370, 4.71243, -4.64324], [2.79991, -2.58605, -3.38802], [1.68467, -3.61160, -3.23538], [0.79570, -3.13261, -2.10848], [1.72128, -2.30849, -1.31137], [3.00042, -2.14141, -1.91416], [2.60650, -1.73873, -4.04756], [3.71458, -2.99942, -3.82313], [2.06472, -4.62313, -3.07657], [1.12703, -3.67217, -4.17465], [0.44306, -4.01993, -1.59357], [0.03621, -2.45142, -2.47341], [3.77290, -2.78579, -1.48942], [3.30643, -1.09893, -1.99188]],
  "atomic_forces_ev_per_a": [[-1.628, 0.634, 0.080], [-0.086, 0.522, 1.008], [-0.869, 0.435, 1.628], [1.812, 1.906, -1.488], [-1.166, 0.156, -0.467], [1.250, -2.885, 0.055], [0.250, 0.305, 1.397], [-1.847, 1.668, -0.183], [2.297, 0.198, -1.575], [-0.296, -2.306, 1.053], [0.301, 1.062, 1.172], [-1.117, 0.123, -1.209], [1.787, 0.832, -1.733], [0.092, -1.004, -1.260], [0.971, 1.264, 0.283], [-1.895, 1.618, -0.066], [-0.207, -1.564, 1.923], [-0.484, 0.607, 1.992], [-0.912, 1.238, 0.550], [-1.760, -1.613, -1.204], [2.019, 0.984, -0.748], [0.490, -1.030, 0.971], [-0.227, -2.222, -0.044], [1.709, -0.603, 1.778], [-1.836, 0.998, 1.338], [0.640, 1.683, -2.489], [0.185, -1.311, -1.025], [0.329, -0.680, -1.722], [0.533, -1.503, -0.513], [1.914, 1.893, 0.089], [-0.865, 0.326, -1.145], [-1.817, -1.425, 1.428], [-1.231, -0.422, -0.252], [0.694, -0.044, 0.612], [-1.404, 1.493, -0.143], [1.588, -0.172, 0.363], [-0.730, 0.512, 0.229], [0.212, -0.024, 0.256], [0.067, 0.023, -0.061], [-0.103, -0.054, -0.384], [0.100, -0.020, -0.305], [-0.258, -0.832, 0.734], [0.247, -0.188, -0.616], [0.576, -0.718, -0.139], [0.140, 0.524, -0.194], [-0.672, 0.946, -0.171], [-0.021, 0.940, -0.809], [1.648, 0.303, 0.549], [0.025, -0.198, -0.227], [0.094, 0.917, -0.516], [0.046, -1.142, -0.345], [0.065, -0.365, 1.037], [0.244, -0.538, 0.050], [0.215, -0.357, 0.262], [-0.559, 0.245, 0.089], [-0.718, -0.277, -0.423], [-0.067, -0.318, 0.248], [-0.097, -0.249, 0.162], [-1.443, 0.175, 0.145], [1.232, -1.140, 1.112], [-1.205, 1.312, 2.067], [-0.191, -0.489, -1.312], [0.969, 0.170, 0.608], [-0.069, -0.237, 0.127], [0.338, 0.349, -0.082], [0.051, 0.243, -0.205], [-0.242, -0.088, -0.035], [0.546, -0.050, -1.331], [0.102, -0.032, -0.141], [-0.042, -0.336, -0.224], [-0.063, -0.031, -0.606], [0.626, -0.230, 0.482], [-0.251, -0.083, -1.697], [1.372, 0.321, -1.000], [0.602, -0.218, 0.938], [-0.411, -0.319, -2.146], [-0.702, 0.028, 0.238], [0.033, -0.266, 0.271], [0.229, 0.117, 0.279], [-0.179, -0.064, 0.141], [-0.469, 0.601, 0.677], [-0.419, -0.300, 0.387], [-0.031, 0.157, 0.522], [-0.054, 0.121, 0.905]],
  "mulliken_charge": [0.641, -0.106, 0.250, -0.408, -0.239, -0.080, -0.267, 0.245, -0.421, -0.123, -0.259, -0.286, 2.333, 0.037, -0.720, -0.042, -1.083, 1.788, -0.398, -0.330, -0.890, -0.422, 1.777, -0.136, -0.237, -1.152, -0.397, 1.106, -0.310, -0.752, -0.315, -0.169, -0.572, -0.656, 0.318, -0.369, -0.655, 0.304, 0.316, 0.231, 0.389, -0.538, 0.160, 0.327, 0.346, -0.881, -0.420, -0.849, -0.183, -0.176, 0.301, 0.377, 0.314, 0.221, 0.370, 0.384, 0.346, 0.112, -0.494, -0.208, -0.023, -0.503, -0.507, 0.209, 0.336, 0.313, -0.054, 0.353, -0.012, 0.286, 0.317, -0.803, -0.797, -0.142, 0.093, -0.150, 0.286, 0.420, 0.304, 0.365, 0.159, -0.139, 0.257, -0.017],
  "charge": -2,
  "relative_energy_ev": 3.460,
  "lumo_ha": 0.123,
  "orbital_gap_ev": 5.597
}